(1)
Here is a structure of composition C32H27BrEuF6NO5S6Sb2 from the OMol25 dataset. Energies are from ωB97M-V with the def2-TZVPD basis set.

Spin multiplicity = 8
Charge = -1
LUMO level (spin up / spin down) = 1.1 / 1.1 eV
Calculated total energy = -229114.3195 eV
Molar mass = 1287.3 g/mol
Relative energy (zero: lowest compared OMol25 entry of this formula, charge and spin) = 0.000 eV

Positions of all 81 atoms, in Å:
1 Eu -1.0483 -1.0343 0.4541
2 F -3.6115 3.2809 4.3890
3 C -3.6404 2.8443 3.1216
4 F -4.8665 2.4459 2.7930
5 F -3.1937 3.7306 2.2504
6 S -2.5919 1.2886 3.3616
7 O -2.5995 0.7138 1.9976
8 O -3.1698 0.6143 4.4752
9 N -1.1947 1.8463 3.7528
10 S 0.1219 1.8323 2.9448
11 O -0.0657 1.4277 1.5274
12 O 1.1507 1.1407 3.6906
13 C 0.7300 3.6094 3.0486
14 F 1.9210 3.7107 2.3972
15 F -0.1007 4.6005 2.7296
16 F 0.9420 3.6400 4.3685
17 Br -3.3348 -3.0822 0.3324
18 C -4.6955 -1.7633 -0.1907
19 C -5.9405 -2.0710 0.3246
20 C -6.9063 -1.0689 0.5835
21 C -6.5771 0.2500 0.3290
22 C -5.3792 0.5764 -0.3819
23 C -5.0857 1.9209 -0.6986
24 C -3.9955 2.2258 -1.4691
25 C -3.1375 1.2150 -1.9447
26 C -3.3558 -0.1481 -1.6540
27 C -4.4681 -0.4903 -0.7835
28 H -6.1390 -3.1168 0.5559
29 H -7.8926 -1.3523 0.9661
30 H -7.2892 1.0505 0.5711
31 H -5.7640 2.6705 -0.3101
32 H -3.7785 3.2592 -1.7680
33 H -2.2632 1.4547 -2.5150
34 S -0.7884 -5.6031 0.2806
35 Sb 0.1072 -4.1260 -1.2154
36 S -2.2765 -1.2715 -2.4254
37 S 1.8250 -2.5370 -0.4566
38 C -0.4708 -2.2643 5.1756
39 S 0.3573 -3.1713 3.7884
40 C -0.3188 -4.7943 4.1180
41 O -0.3696 -2.6798 2.5561
42 H -1.5560 -2.3419 5.0473
43 H -0.1888 -1.2053 5.0072
44 H -0.0848 -2.6373 6.1543
45 H 0.2742 -5.3993 4.8493
46 H -0.2282 -5.3401 3.1460
47 H -1.3737 -4.7297 4.3884
48 C 2.9868 4.2725 -3.9562
49 C 2.8554 4.2215 -2.5463
50 C 2.4289 3.0344 -1.9075
51 C 2.1492 1.8754 -2.6537
52 C 2.2907 1.9423 -4.0387
53 C 2.7093 3.1169 -4.6873
54 Sb 1.7826 -0.0869 -1.5547
55 C 3.5112 0.1167 -0.3764
56 C 4.6847 0.6239 -0.9095
57 C 5.8153 0.7781 -0.1083
58 C 5.7731 0.5505 1.2670
59 C 4.5444 0.1416 1.8058
60 C 3.4175 -0.0780 0.9819
61 C 2.3605 -1.5166 -3.1571
62 C 1.3700 -1.8138 -4.1049
63 C 1.5869 -2.7750 -5.1090
64 C 2.7752 -3.5108 -5.1201
65 C 3.7462 -3.2736 -4.0905
66 C 3.5282 -2.2519 -3.1677
67 H 3.2709 5.1869 -4.4476
68 H 3.1598 5.0807 -1.9425
69 H 2.3274 3.0286 -0.8115
70 H 2.0784 1.0854 -4.6598
71 H 2.9167 3.0831 -5.7575
72 H 4.7519 0.8739 -1.9636
73 H 6.7198 1.1409 -0.6215
74 H 6.6594 0.7514 1.8909
75 H 4.4938 -0.0230 2.9131
76 H 2.4723 -0.3448 1.4791
77 H 0.4153 -1.2531 -4.1525
78 H 0.8002 -2.9242 -5.8558
79 H 2.9415 -4.2675 -5.8842
80 H 4.6862 -3.8376 -4.0310
81 H 4.3015 -2.0686 -2.3849

Löwdin atomic charges, in units of e: number 1, Eu, carries 1.2472; number 2, F, carries 0.1094; number 3, C, carries -0.6597; number 4, F, carries 0.1391; number 5, F, carries 0.1687; number 6, S, carries 0.6107; number 7, O, carries -0.4099; number 8, O, carries -0.2605; number 9, N, carries -0.3048; number 10, S, carries 0.6068; number 11, O, carries -0.4258; number 12, O, carries -0.2923; number 13, C, carries -0.6226; number 14, F, carries 0.1191; number 15, F, carries 0.1531; number 16, F, carries 0.1070; number 17, Br, carries 0.6503; number 18, C, carries -0.5309; number 19, C, carries -0.1607; number 20, C, carries -0.0839; number 21, C, carries -0.0412; number 22, C, carries -0.1683; number 23, C, carries -0.0705; number 24, C, carries -0.0863; number 25, C, carries -0.1397; number 26, C, carries -0.7528; number 27, C, carries -0.2129; number 28, H, carries 0.0884; number 29, H, carries 0.1023; number 30, H, carries 0.1124; number 31, H, carries 0.1046; number 32, H, carries 0.1071; number 33, H, carries 0.0792; number 34, S, carries -0.3029; number 35, Sb, carries 0.4005; number 36, S, carries 0.3837; number 37, S, carries -0.1784; number 38, C, carries -0.2312; number 39, S, carries 0.8435; number 40, C, carries -0.2854; number 41, O, carries -0.7086; number 42, H, carries 0.0568; number 43, H, carries 0.0405; number 44, H, carries 0.0642; number 45, H, carries 0.0673; number 46, H, carries 0.0063; number 47, H, carries 0.0549; number 48, C, carries -0.1101; number 49, C, carries -0.0954; number 50, C, carries -0.1426; number 51, C, carries -0.3500; number 52, C, carries -0.1411; number 53, C, carries -0.1097; number 54, Sb, carries 1.2257; number 55, C, carries -0.4635; number 56, C, carries -0.1383; number 57, C, carries -0.1037; number 58, C, carries -0.1007; number 59, C, carries -0.0796; number 60, C, carries -0.1768; number 61, C, carries -0.4376; number 62, C, carries -0.1773; number 63, C, carries -0.1086; number 64, C, carries -0.0962; number 65, C, carries -0.0873; number 66, C, carries -0.1948; number 67, H, carries 0.0829; number 68, H, carries 0.0911; number 69, H, carries 0.0941; number 70, H, carries 0.0782; number 71, H, carries 0.0932; number 72, H, carries 0.1013; number 73, H, carries 0.1013; number 74, H, carries 0.1003; number 75, H, carries 0.1132; number 76, H, carries 0.0707; number 77, H, carries 0.0815; number 78, H, carries 0.1001; number 79, H, carries 0.0868; number 80, H, carries 0.0959; number 81, H, carries 0.1030

=====

(2)
Here is a cluster of 2 separate species, C6H11BrN in total from the OMol25 dataset. Energies are from ωB97M-V with the def2-TZVPD basis set.

Charge = +1
LUMO level = -3.7 eV
Calculated total energy = -77921.7302 eV
Molar mass = 177.1 g/mol
Relative energy (zero: lowest compared OMol25 entry of this formula, charge and spin) = 4.437 eV

Positions of all 19 atoms, in Å:
1 C 0.1656 -2.4119 -0.5163
2 C -0.8397 -1.9730 -1.0771
3 C -0.1281 0.8384 -1.9285
4 C -0.6981 0.9311 -0.6645
5 C 1.3979 0.9052 0.5894
6 C -0.6167 -0.0297 1.6965
7 N 0.0404 0.2946 0.4425
8 Br -2.2115 2.0075 -0.1125
9 H 1.2088 -2.7776 -0.2424
10 H -1.7698 -1.7402 -1.4025
11 H 0.9181 0.5144 -2.0616
12 H -0.4852 1.4332 -2.7674
13 H 2.1469 0.2351 0.2452
14 H 1.5590 1.8450 0.0712
15 H 1.6668 1.0301 1.6477
16 H 0.0291 -0.7615 2.1378
17 H -0.8951 0.7865 2.3280
18 H -1.7001 -0.5342 1.5924
19 H 0.2117 -0.5932 0.0220

Löwdin atomic charges, in units of e: number 1, C, carries 0.0477; number 2, C, carries 0.0549; number 3, C, carries 0.0522; number 4, C, carries -0.6879; number 5, C, carries 0.0241; number 6, C, carries -0.0616; number 7, N, carries -0.2501; number 8, Br, carries 0.8164; number 9, H, carries 0.1043; number 10, H, carries 0.0322; number 11, H, carries 0.0982; number 12, H, carries 0.0860; number 13, H, carries 0.0943; number 14, H, carries 0.1151; number 15, H, carries 0.1169; number 16, H, carries 0.1018; number 17, H, carries 0.0829; number 18, H, carries 0.1567; number 19, H, carries 0.0160

=====

(3)
Here is a structure of composition C37H42N4P2Sr from the OMol25 dataset. Energies are from ωB97M-V with the def2-TZVPD basis set.

Charge = 0
LUMO level = -0.8 eV
Calculated total energy = -64413.0224 eV
Molar mass = 692.3 g/mol

Positions of all 86 atoms, in Å:
1 Sr 0.2140 -0.1286 4.1074
2 C -1.0125 1.6505 3.5676
3 C -1.3254 0.6479 2.6554
4 C -0.8029 0.5734 1.2302
5 C 0.4760 -0.2881 1.0918
6 C 1.4410 -0.1528 2.2487
7 C 1.7533 1.0211 2.9263
8 C 1.2296 2.4009 2.5639
9 C -0.0486 2.7945 3.3437
10 C 1.5855 -1.3296 5.1036
11 H -1.6790 1.7746 4.4191
12 H -2.1982 0.0372 2.8744
13 H -0.6249 1.5829 0.8495
14 H -1.5820 0.1393 0.5951
15 H 0.1854 -1.3425 1.0321
16 H 0.9825 -0.0519 0.1434
17 H 2.1084 -1.0012 2.3889
18 H 2.6262 0.9988 3.5745
19 H 1.0503 2.4559 1.4866
20 H 2.0087 3.1385 2.7831
21 H 0.2427 3.1721 4.3297
22 H -0.5562 3.6257 2.8306
23 H 1.4938 -1.2210 6.1891
24 H 2.6169 -1.0984 4.8080
25 H 1.3799 -2.3786 4.8531
26 P 1.5546 -1.3554 -4.5425
27 P -1.5148 -0.6759 -4.0949
28 N 2.9730 -0.3521 -4.3663
29 N 2.1156 -2.6475 -5.5517
30 N -1.6217 1.0381 -3.8632
31 N -3.1631 -1.1262 -4.4548
32 C 0.6542 -0.3430 -5.8060
33 C -0.8344 -0.7143 -5.8175
34 C 3.2372 0.2922 -3.1581
35 C 4.2226 1.2263 -3.3704
36 C 4.5808 1.1603 -4.7520
37 C 3.7982 0.1949 -5.3424
38 C 2.3677 -3.9121 -5.0166
39 C 2.8810 -4.7106 -6.0062
40 C 2.9544 -3.9221 -7.1954
41 C 2.4862 -2.6667 -6.8977
42 C -1.5554 1.5899 -2.5824
43 C -1.7535 2.9434 -2.6793
44 C -1.9518 3.2475 -4.0611
45 C -1.8708 2.0730 -4.7666
46 C -4.1157 -0.4639 -5.2208
47 C -5.1443 -1.3402 -5.4793
48 C -4.8163 -2.5894 -4.8680
49 C -3.6000 -2.4343 -4.2474
50 H 1.1290 -0.5314 -6.7759
51 H 0.7592 0.7228 -5.5840
52 H -1.4249 -0.0133 -6.4189
53 H -0.9552 -1.7109 -6.2517
54 H 2.6897 0.0145 -2.2694
55 H 4.6557 1.8718 -2.6190
56 H 5.3447 1.7424 -5.2497
57 H 3.7616 -0.1641 -6.3589
58 H 2.1481 -4.1070 -3.9770
59 H 3.1652 -5.7480 -5.8986
60 H 3.3053 -4.2466 -8.1655
61 H 2.3736 -1.7956 -7.5245
62 H -1.3694 0.9495 -1.7327
63 H -1.7483 3.6442 -1.8563
64 H -2.1262 4.2253 -4.4892
65 H -1.9559 1.8866 -5.8260
66 H -3.9791 0.5698 -5.4964
67 H -6.0468 -1.1072 -6.0283
68 H -5.4164 -3.4885 -4.8689
69 H -2.9919 -3.1203 -3.6760
70 C 0.7500 1.4522 9.9628
71 C 1.4274 1.4616 8.7408
72 C 0.7997 0.9893 7.5850
73 C -0.5126 0.4944 7.6444
74 C -1.1441 -0.0104 6.4950
75 C -2.4545 -0.4857 6.5675
76 C -3.1430 -0.4672 7.7843
77 C -2.5206 0.0172 8.9397
78 C -1.2038 0.4984 8.8811
79 C -0.5622 0.9770 10.0353
80 H 1.2439 1.8152 10.8555
81 H 2.4428 1.8341 8.6904
82 H 1.3434 1.0133 6.6497
83 H -2.9326 -0.8731 5.6784
84 H -4.1583 -0.8372 7.8353
85 H -3.0657 0.0151 9.8762
86 H -1.0731 0.9809 10.9909

Löwdin atomic charges, in units of e: number 1, Sr, carries 1.4596; number 2, C, carries -0.2668; number 3, C, carries -0.2534; number 4, C, carries -0.1766; number 5, C, carries -0.1574; number 6, C, carries -0.2611; number 7, C, carries -0.2432; number 8, C, carries -0.1613; number 9, C, carries -0.1542; number 10, C, carries -0.4936; number 11, H, carries 0.1107; number 12, H, carries 0.1207; number 13, H, carries 0.1051; number 14, H, carries 0.1149; number 15, H, carries 0.1218; number 16, H, carries 0.1249; number 17, H, carries 0.1231; number 18, H, carries 0.1219; number 19, H, carries 0.1087; number 20, H, carries 0.1244; number 21, H, carries 0.1229; number 22, H, carries 0.1360; number 23, H, carries -0.0373; number 24, H, carries -0.0379; number 25, H, carries -0.0321; number 26, P, carries 1.0276; number 27, P, carries 1.0118; number 28, N, carries -0.2779; number 29, N, carries -0.2732; number 30, N, carries -0.2675; number 31, N, carries -0.2818; number 32, C, carries -0.3843; number 33, C, carries -0.3869; number 34, C, carries -0.1633; number 35, C, carries -0.1004; number 36, C, carries -0.0930; number 37, C, carries -0.1363; number 38, C, carries -0.1517; number 39, C, carries -0.0943; number 40, C, carries -0.0897; number 41, C, carries -0.1467; number 42, C, carries -0.1507; number 43, C, carries -0.0914; number 44, C, carries -0.0856; number 45, C, carries -0.1486; number 46, C, carries -0.1375; number 47, C, carries -0.0948; number 48, C, carries -0.0999; number 49, C, carries -0.1628; number 50, H, carries 0.0572; number 51, H, carries 0.0841; number 52, H, carries 0.0650; number 53, H, carries 0.0892; number 54, H, carries 0.0835; number 55, H, carries 0.0917; number 56, H, carries 0.0943; number 57, H, carries 0.0980; number 58, H, carries 0.0971; number 59, H, carries 0.0952; number 60, H, carries 0.0964; number 61, H, carries 0.0917; number 62, H, carries 0.0765; number 63, H, carries 0.0932; number 64, H, carries 0.0981; number 65, H, carries 0.1008; number 66, H, carries 0.0942; number 67, H, carries 0.0938; number 68, H, carries 0.0930; number 69, H, carries 0.0959; number 70, C, carries -0.0984; number 71, C, carries -0.0952; number 72, C, carries -0.0651; number 73, C, carries -0.2491; number 74, C, carries -0.1441; number 75, C, carries -0.1745; number 76, C, carries -0.1080; number 77, C, carries -0.0564; number 78, C, carries -0.2039; number 79, C, carries -0.0399; number 80, H, carries 0.0914; number 81, H, carries 0.0910; number 82, H, carries 0.0766; number 83, H, carries 0.0587; number 84, H, carries 0.0859; number 85, H, carries 0.0985; number 86, H, carries 0.1026